{"formula": "C3H3NO2", "method": "wB97M-V/def2-TZVPD", "homo_energy_ev": -11.9, "e_tot_ha": -321.322108, "mol_weight_g_mol": 85.062, "max_force_ha_per_bohr": 0.0225, "smiles": "COC(=O)C#N", "homo_lumo_gap_ev": 11.9, "de_lowest_ev": 1.511, "e_lumo_ev": 0.1, "species": ["C", "O", "C", "O", "C", "N", "H", "H", "H"], "coordinates": [[-1.40, -0.21, 0.23], [-0.03, -0.02, 0.60], [0.80, 0.51, -0.28], [0.56, 1.24, -1.20], [2.13, -0.06, 0.01], [3.11, -0.64, 0.20], [-1.64, -1.20, 0.60], [-2.03, 0.55, 0.71], [-1.51, -0.17, -0.86]], "lowdin_charge": [-0.02, -0.03, -0.51, 0.15, -0.08, 0.19, 0.10, 0.10, 0.10]}